1.
{"formula": "C18H16BrGaN4O5Se", "method": "wB97M-V/def2-TZVPD", "elements": ["Ga", "O", "C", "N", "C", "C", "C", "C", "C", "C", "N", "C", "C", "C", "C", "C", "N", "H", "H", "H", "H", "H", "H", "H", "H", "H", "H", "C", "C", "C", "C", "C", "Br", "N", "C", "H", "H", "H", "H", "H", "H", "O", "Se", "O", "O", "O"], "xyz": [[8.47890, 8.82626, 8.59434], [8.51798, 11.45557, 11.73100], [8.68377, 10.73904, 10.72445], [7.76732, 10.18413, 9.89356], [6.47904, 9.83753, 10.48740], [6.30215, 8.39263, 10.46724], [5.13639, 7.78634, 10.87513], [4.99811, 6.38730, 10.87137], [6.07394, 5.61607, 10.46454], [7.23148, 6.26173, 10.01169], [7.36096, 7.61998, 10.02480], [10.12397, 10.34919, 10.36353], [11.23498, 10.90701, 11.02834], [12.49432, 10.45269, 10.75031], [12.64508, 9.31541, 9.94480], [11.52310, 8.76382, 9.36862], [10.29748, 9.32547, 9.54105], [5.63349, 10.29599, 9.89399], [6.40292, 10.25896, 11.51868], [4.30759, 8.40556, 11.21722], [4.02390, 5.98181, 11.11733], [6.02338, 4.55373, 10.36443], [8.04814, 5.69278, 9.59032], [11.10505, 11.76728, 11.67929], [13.33979, 11.00105, 11.24334], [13.64141, 8.91600, 9.73657], [11.63003, 7.90002, 8.75981], [6.56877, 13.14072, 5.99431], [7.75918, 12.25758, 6.06278], [8.65349, 12.26252, 5.01409], [9.71307, 11.36901, 4.98015], [9.78556, 10.41494, 6.00094], [11.25120, 9.26344, 5.94179], [8.95157, 10.41325, 7.03885], [7.98615, 11.32252, 7.05577], [6.83724, 14.11920, 5.58393], [6.11091, 13.31831, 6.95242], [5.83699, 12.67013, 5.30745], [8.55848, 12.90984, 4.16681], [10.43586, 11.35991, 4.13849], [7.29130, 11.31957, 7.90446], [6.96790, 8.44088, 7.27468], [7.81375, 7.14858, 6.54494], [7.06647, 5.75518, 6.93539], [9.16141, 7.36757, 7.59789], [8.20785, 7.54015, 5.02071]], "homo_lumo_gap_ev": 9.1, "molar_mass_g_mol": 596.94, "energy_ev": -222888.891}

2.
{"formula": "C7H9Br2FO", "method": "wB97M-V/def2-TZVPD", "elements": ["C", "C", "C", "C", "C", "C", "C", "O", "F", "Br", "Br", "H", "H", "H", "H", "H", "H", "H", "H", "H"], "xyz": [[0.82678, 0.36767, -0.48409], [1.59134, -0.53030, -0.29741], [-1.58411, -1.04149, 0.29664], [-1.14719, 1.07125, 1.68264], [-0.49520, 0.95837, -0.73211], [-1.53368, 0.50595, 0.32422], [3.38840, -1.22469, -0.52099], [-1.13546, 0.47932, -1.93731], [3.91435, -1.50293, 0.61364], [3.16938, -2.66735, -1.73989], [4.46189, 0.17233, -1.31679], [-0.82943, -1.59064, 0.98250], [-1.54292, -1.32933, -0.65453], [-2.61014, -1.22997, 0.74114], [-0.44966, 0.40902, 2.20828], [-2.16223, 1.32300, 2.23872], [-0.57075, 2.07229, 1.69614], [-0.12481, 2.04738, -0.65588], [-2.57626, 0.80607, 0.11523], [-0.59031, 0.90405, -2.56014]], "homo_lumo_gap_ev": 9.8, "molar_mass_g_mol": 287.95, "energy_ev": -152249.176}

3.
{"formula": "C32H39N5O4S5Sr", "method": "wB97M-V/def2-TZVPD", "elements": ["Sr", "C", "O", "C", "C", "O", "C", "C", "O", "C", "H", "H", "H", "H", "H", "H", "H", "H", "H", "H", "H", "H", "H", "H", "S", "C", "S", "C", "C", "S", "S", "S", "C", "C", "C", "C", "C", "C", "C", "C", "C", "C", "N", "C", "C", "C", "C", "C", "N", "H", "H", "H", "H", "H", "H", "H", "H", "H", "H", "H", "H", "H", "H", "H", "H", "H", "C", "C", "C", "N", "C", "C", "H", "H", "H", "H", "H", "O", "C", "N", "C", "C", "N", "H", "H", "H"], "xyz": [[-0.55991, -0.48725, -0.35650], [1.97499, -1.96567, -2.58999], [1.76207, -0.83931, -1.77036], [2.91949, -0.47243, -1.01477], [2.50332, 0.57651, -0.00993], [1.46809, 0.08809, 0.82721], [1.82777, -0.42293, 2.10077], [2.53979, -1.75659, 1.98562], [1.84394, -2.62145, 1.09778], [1.12944, -3.66116, 1.74825], [2.78639, -1.78237, -3.30548], [1.04972, -2.15356, -3.13328], [2.22794, -2.84419, -1.98678], [3.68040, -0.07583, -1.69967], [3.31998, -1.37188, -0.53735], [2.10521, 1.47472, -0.49583], [3.36633, 0.91249, 0.57269], [0.88296, -0.53394, 2.63152], [2.43593, 0.30728, 2.64311], [2.62686, -2.20215, 2.98173], [3.55394, -1.62356, 1.59546], [0.52032, -3.28496, 2.57175], [1.82092, -4.42344, 2.12796], [0.46461, -4.10553, 1.00921], [5.53743, 4.43315, 4.56951], [4.21859, 4.15715, 3.57912], [4.16615, 4.49491, 1.90418], [2.53089, 3.93425, 1.50035], [1.83183, 3.43618, 2.56855], [0.26301, 2.73115, 2.71857], [2.74009, 3.47122, 4.09518], [2.11523, 4.10988, -0.16648], [-4.32582, 0.18169, 2.41649], [-3.51038, 1.20623, 1.62486], [-4.22132, 1.65866, 0.37562], [-4.99178, 2.81490, 0.39822], [-5.69158, 3.24439, -0.72035], [-5.62500, 2.49395, -1.88405], [-4.86719, 1.32781, -1.94562], [-4.82936, 0.55222, -3.24353], [-6.03481, -0.37604, -3.42029], [-4.15543, 0.90828, -0.80879], [-3.28733, -0.19582, -0.90746], [-3.75899, -1.38840, -0.96204], [-2.98319, -2.54388, -1.26557], [-3.46143, -3.85942, -1.36344], [-2.36920, -4.64030, -1.74272], [-1.28958, -3.74878, -1.85493], [-1.64919, -2.48548, -1.57693], [-3.78405, -0.11606, 3.31435], [-4.48749, -0.71636, 1.81707], [-5.29786, 0.59166, 2.70497], [-2.55342, 0.75275, 1.38107], [-3.28832, 2.07484, 2.24919], [-5.02558, 3.39547, 1.31440], [-6.27414, 4.15702, -0.68689], [-6.15821, 2.81931, -2.77256], [-3.91292, -0.03549, -3.30419], [-4.81086, 1.26447, -4.07394], [-6.02552, -1.16985, -2.67224], [-6.02541, -0.84382, -4.40784], [-6.96918, 0.17859, -3.30944], [-4.82357, -1.58488, -0.78698], [-4.47301, -4.18656, -1.16809], [-2.34679, -5.70794, -1.90516], [-0.26781, -3.98891, -2.12154], [-0.41502, 2.51726, -5.45036], [-1.51550, 2.29755, -4.63943], [-1.35958, 1.51964, -3.50213], [-0.20310, 0.95584, -3.15531], [0.84533, 1.16936, -3.94297], [0.79344, 1.94404, -5.09342], [-0.49463, 3.13516, -6.33656], [-2.48035, 2.73114, -4.86838], [-2.18654, 1.35816, -2.82053], [1.77444, 0.71181, -3.62181], [1.68634, 2.10342, -5.68323], [-1.72604, -2.86117, 3.64046], [-1.62724, -2.17882, 2.65204], [-1.51987, -1.51385, 1.67442], [-1.44400, 4.47735, 0.24443], [-1.23551, 3.11309, -0.20268], [-1.06889, 2.03478, -0.55373], [-2.43461, 4.82792, -0.05148], [-0.64404, 5.09087, -0.17222], [-1.32850, 4.47128, 1.33076]], "homo_lumo_gap_ev": 4.3, "molar_mass_g_mol": 805.65, "total_charge": -2, "energy_ev": -104474.099}

4.
{"formula": "C3H6NOP", "method": "wB97M-V/def2-TZVPD", "elements": ["C", "C", "C", "N", "O", "P", "H", "H", "H", "H", "H", "H"], "xyz": [[0.58826, -1.18343, 1.02030], [0.77337, -0.61654, -0.24317], [0.86702, 0.89811, -0.40436], [1.79883, -1.26507, 0.70313], [-2.42038, 1.44664, -0.39637], [-1.88105, 0.08828, -0.30575], [-2.93056, -0.60448, 0.45482], [-0.01541, -1.48417, 1.84516], [0.51228, -1.14419, -1.04447], [-0.10594, 1.27160, -0.44575], [1.24995, 1.13398, -1.39149], [1.56363, 1.45927, 0.20795]], "homo_lumo_gap_ev": 8.4, "molar_mass_g_mol": 103.06, "smiles": "C[C@@H]1C=N1.O=P", "energy_ev": -16030.406}

5.
{"formula": "CHO2", "method": "wB97M-V/def2-TZVPD", "elements": ["C", "O", "O", "H"], "xyz": [[1.86726, 0.46126, 0.31328], [-1.52519, -0.17437, 0.05880], [1.36320, 0.77621, -0.66042], [-1.70527, -1.06310, 0.28833]], "homo_lumo_gap_ev": 6.3, "molar_mass_g_mol": 45.02, "total_charge": -1, "energy_ev": -5147.000}

6.
{"formula": "C31H34F12N2O8S", "method": "wB97M-V/def2-TZVPD", "elements": ["C", "C", "C", "C", "C", "C", "C", "C", "C", "C", "C", "C", "C", "N", "S", "N", "C", "C", "H", "H", "H", "H", "H", "H", "H", "H", "H", "H", "H", "H", "H", "H", "C", "C", "O", "C", "O", "C", "F", "F", "F", "H", "H", "H", "H", "H", "C", "C", "O", "C", "O", "C", "F", "F", "F", "H", "H", "H", "H", "H", "C", "C", "O", "C", "O", "C", "F", "F", "F", "H", "H", "H", "H", "H", "C", "C", "O", "C", "O", "C", "F", "F", "F", "H", "H", "H", "H", "H"], "xyz": [[-4.04490, -1.07010, -2.24401], [-3.31648, -1.82181, -1.17185], [-2.68413, -3.03732, -1.40647], [-2.01852, -3.69315, -0.39330], [-1.92254, -3.13826, 0.87109], [-2.51392, -1.91342, 1.10717], [-2.34894, -1.18118, 2.42923], [-1.51305, 0.04467, 2.14217], [-2.05378, 1.28924, 2.05634], [-1.29330, 2.43873, 1.66957], [-1.96891, 3.77172, 1.59436], [0.02426, 2.28812, 1.37626], [0.61642, 1.01435, 1.47514], [1.89649, 0.72606, 1.19862], [2.08428, -0.84211, 1.43656], [0.58486, -1.24653, 1.88747], [-0.12005, -0.12149, 1.86793], [-3.22729, -1.28246, 0.10147], [-3.49516, -1.02849, -3.17521], [-4.15961, -0.03934, -1.91766], [-5.05116, -1.44382, -2.40117], [-2.73100, -3.45342, -2.40163], [-1.52988, -4.63591, -0.58373], [-1.37007, -3.63609, 1.64833], [-3.32458, -0.82504, 2.74364], [-1.88311, -1.81174, 3.17652], [-3.10326, 1.44836, 2.25217], [-2.78585, 3.78952, 2.30962], [-1.28798, 4.56003, 1.89389], [-2.34818, 3.97956, 0.59936], [0.63966, 3.11410, 1.06403], [-3.68849, -0.32451, 0.28831], [1.62800, -0.57175, -4.34045], [1.26386, 0.14487, -5.62132], [0.00362, -0.32765, -6.14918], [-1.07935, 0.15270, -5.56523], [-1.12477, 0.94543, -4.67182], [-2.33901, -0.44003, -6.22167], [-2.24406, -1.76849, -6.35709], [-2.53328, 0.09017, -7.43641], [-3.39871, -0.16705, -5.46611], [1.63818, -1.65116, -4.49898], [2.61293, -0.25327, -4.00372], [0.90922, -0.35729, -3.55040], [1.99455, -0.06665, -6.39875], [1.22220, 1.22395, -5.48119], [1.40001, 2.98260, -1.80775], [2.18716, 3.68955, -2.88872], [3.33397, 2.90414, -3.27739], [3.10956, 1.91090, -4.12170], [2.07728, 1.62891, -4.65458], [4.41857, 1.13848, -4.34820], [5.00743, 0.87502, -3.17430], [5.26575, 1.85718, -5.09505], [4.18940, -0.01428, -4.97063], [2.04488, 2.74779, -0.95966], [0.57873, 3.61144, -1.46571], [0.98294, 2.04376, -2.17104], [2.59292, 4.62628, -2.51325], [1.57947, 3.91490, -3.76421], [5.49204, 1.44234, 0.21900], [6.67685, 0.71990, -0.38637], [7.40899, -0.02157, 0.61088], [6.87936, -1.17730, 0.97868], [5.87303, -1.67246, 0.56610], [7.78617, -1.84840, 2.02464], [8.14499, -0.98233, 2.97952], [8.89896, -2.30748, 1.43630], [7.16138, -2.87128, 2.59740], [5.81734, 2.08611, 1.03720], [5.00055, 2.05304, -0.53783], [4.76228, 0.74053, 0.62051], [7.38771, 1.43411, -0.79567], [6.37431, 0.05271, -1.19132], [-4.05443, -1.24025, 8.17350], [-4.18429, -0.47152, 6.87653], [-4.64510, -1.31745, 5.80464], [-5.94242, -1.58236, 5.78317], [-6.76991, -1.19048, 6.55025], [-6.26184, -2.45807, 4.55906], [-5.40372, -3.47868, 4.45963], [-6.17030, -1.72334, 3.44095], [-7.49358, -2.94649, 4.64190], [-3.40364, -2.10476, 8.03883], [-3.63292, -0.59977, 8.94718], [-5.02250, -1.60273, 8.51619], [-3.21254, -0.10568, 6.55202], [-4.85004, 0.38493, 6.97741]], "homo_lumo_gap_ev": 8.2, "molar_mass_g_mol": 822.66, "energy_ev": -95502.146}